Here is a 2-piece molecular cluster, C5H10 overall in a non-equilibrium geometry from OMol25. Energies are from wB97M-V/def2-TZVPD.

The geometry in XYZ format:
```
15
Properties=species:S:1:pos:R:3:forces:R:3
C 1.074 -1.768 -0.296 -0.229 0.306 0.035
C 0.717 -0.322 -0.214 0.026 -0.614 0.671
C 0.617 0.456 1.004 -0.931 0.603 -0.519
C -0.607 -0.002 1.497 -0.733 0.257 0.816
C 1.534 1.265 1.575 0.581 -0.201 -0.295
H 1.285 -2.028 -1.331 0.577 -0.152 0.090
H 1.824 -2.040 0.445 0.306 -0.040 -0.312
H 0.202 -2.373 -0.042 -0.172 -0.066 -0.082
H 0.219 0.133 -1.069 -0.107 -0.326 -0.129
H -4.042 2.041 -4.080 -0.051 0.003 -0.065
H -1.391 -0.556 0.999 0.022 0.729 -0.794
H -0.836 0.083 2.555 0.646 -0.654 0.326
H -4.494 2.062 -4.671 0.052 -0.003 0.066
H 1.432 1.637 2.584 -0.064 0.012 0.031
H 2.465 1.412 1.044 0.077 0.145 0.161
```
Forces are in eV/Å.

Electronic energy (eV): -5341.19621
Relative energy (zero: lowest compared OMol25 entry of this formula, charge and spin) (kJ/mol): 585.65
HOMO energy (hartree): -0.244
LUMO (eV): -0.9
Multiplicity: 1
Total charge: 0

***

Here is a 2-piece molecular cluster, C3H5NO2 overall in a non-equilibrium geometry from OMol25. Energies are from wB97M-V/def2-TZVPD.

The geometry in XYZ format:
```
11
Properties=species:S:1:pos:R:3:forces:R:3
H 2.103 0.423 0.824 -0.027 -0.012 0.165
N 1.468 -0.379 0.837 -0.513 0.379 0.209
C 0.336 -0.038 0.417 0.256 -0.168 0.952
C -0.998 -0.739 0.286 0.005 -0.307 0.252
O -1.625 0.559 0.071 -0.054 0.137 -0.111
C -0.434 1.233 0.054 0.222 0.818 0.089
O -0.224 2.385 -0.153 -0.128 -0.693 0.110
H -1.204 -1.394 -0.568 0.376 0.117 0.184
H -1.287 -1.205 1.224 -0.330 0.019 0.001
H 1.247 -0.547 -1.252 -0.163 -0.096 -1.211
H 0.718 -0.379 -1.750 0.356 -0.194 -0.640
```
Forces are in eV/Å.

Electronic energy (eV): -8774.47005
Relative energy (zero: lowest compared OMol25 entry of this formula, charge and spin) (kJ/mol): 311.13
HOMO energy (hartree): -0.388
LUMO (eV): -0.2
Multiplicity: 1
SMILES: [H]/N=C1/COC1=O.[H][H]
Total charge: 0

***

Here is a 2-piece molecular cluster, C3H8NS2 overall in a non-equilibrium geometry from OMol25. Energies are from wB97M-V/def2-TZVPD.

The geometry in XYZ format:
```
14
Properties=species:S:1:pos:R:3:forces:R:3
C 1.702 -1.160 -1.033 -0.162 0.261 0.091
C -3.933 -0.280 2.742 0.272 -0.249 -1.155
C 2.241 1.099 -1.659 0.676 1.077 -0.688
N 1.535 0.098 -0.919 -0.391 -0.947 0.440
S -1.498 0.012 1.133 0.520 0.068 -0.073
S -3.363 -0.505 1.229 -0.536 0.204 1.279
H 2.425 -1.564 -1.732 0.078 0.201 -0.048
H 1.116 -1.843 -0.438 -0.190 0.069 0.168
H -4.967 -0.521 2.909 -0.313 -0.114 -0.079
H -3.349 0.081 3.571 0.296 0.105 -0.025
H 2.990 0.655 -2.317 -0.161 -0.068 0.125
H 1.537 1.687 -2.252 -0.045 -0.157 0.029
H 2.732 1.793 -0.975 -0.030 -0.152 0.067
H 0.831 0.446 -0.258 -0.014 -0.299 -0.131
```
Forces are in eV/Å.

Electronic energy (eV): -26392.88302
Relative energy (zero: lowest compared OMol25 entry of this formula, charge and spin) (kJ/mol): 135.78
HOMO energy (hartree): -0.440
LUMO (eV): -4.9
Multiplicity: 1
Total charge: +1

***

Here is C45H45CsN9O2P2S2 as an isolated structure from OMol25. Energies are from wB97M-V/def2-TZVPD.

The geometry in XYZ format:
```
106
Properties=species:S:1:pos:R:3:forces:R:3
Cs 1.592 1.089 -0.867 0.174 -0.017 0.012
N 1.792 4.408 3.122 -0.008 -0.002 0.004
C 1.612 3.540 2.096 -0.014 -0.013 -0.006
N 2.045 3.716 0.898 0.016 -0.023 0.011
C 2.751 4.871 0.593 -0.002 -0.004 -0.038
N 3.158 5.149 -0.596 0.000 -0.019 0.003
N 2.917 4.155 -1.530 -0.015 0.095 0.018
C 2.652 4.607 -2.687 0.007 -0.051 0.012
C 2.370 3.712 -3.826 -0.025 -0.014 -0.030
C 1.996 4.269 -5.045 -0.007 0.020 -0.010
C 1.686 3.428 -6.102 0.015 -0.002 0.031
C 1.759 2.061 -5.906 -0.001 -0.022 -0.009
C 2.148 1.593 -4.655 -0.019 0.010 -0.013
N 2.450 2.392 -3.641 -0.003 0.014 0.011
C 3.023 5.841 1.671 -0.011 -0.015 0.018
C 3.761 7.008 1.471 0.000 -0.002 -0.001
C 3.982 7.887 2.511 0.002 0.005 0.001
C 3.464 7.612 3.776 -0.001 -0.001 0.000
C 2.733 6.464 3.998 -0.001 -0.001 0.002
C 2.514 5.578 2.943 0.010 0.008 -0.010
H 1.403 4.182 4.022 0.003 0.002 0.002
H 1.045 2.636 2.325 0.007 -0.008 0.003
H 2.597 5.682 -2.867 0.006 0.005 -0.005
H 1.938 5.345 -5.151 0.000 -0.002 -0.001
H 1.381 3.836 -7.057 0.000 -0.002 -0.002
H 1.512 1.361 -6.692 -0.001 0.005 -0.001
H 2.204 0.528 -4.455 -0.001 0.000 0.003
H 4.146 7.197 0.479 0.001 0.001 0.001
H 4.556 8.789 2.345 0.000 0.000 0.001
H 3.635 8.301 4.593 0.000 0.001 0.001
H 2.329 6.242 4.978 0.000 0.000 0.001
S 3.208 -1.952 -1.169 -0.047 0.056 -0.001
P 1.626 -2.680 -0.143 0.048 -0.064 0.022
C 0.375 -1.688 0.286 -0.099 -0.070 0.047
P -0.357 -1.119 1.641 0.062 0.032 0.089
S -0.688 0.885 1.817 -0.006 0.000 -0.002
C -2.027 -1.879 1.897 -0.023 0.007 -0.011
C -3.036 -1.247 2.620 -0.015 -0.021 -0.011
C -4.266 -1.864 2.806 0.010 0.017 0.000
C -4.507 -3.119 2.261 -0.007 -0.002 -0.001
C -3.509 -3.756 1.537 -0.009 -0.011 -0.004
C -2.278 -3.138 1.361 0.008 0.025 0.001
C 0.466 -1.579 3.228 0.045 0.011 -0.058
C -0.170 -2.187 4.304 -0.027 -0.007 0.010
C 0.540 -2.518 5.453 0.009 -0.001 0.008
C 1.897 -2.253 5.538 -0.004 0.003 -0.011
C 2.544 -1.649 4.465 -0.005 -0.004 0.008
C 1.832 -1.314 3.326 0.010 -0.003 -0.002
C 0.988 -4.056 -1.203 0.039 -0.002 -0.011
C 1.836 -5.088 -1.606 -0.017 0.012 0.007
C 1.363 -6.124 -2.394 -0.003 -0.005 -0.004
C 0.034 -6.138 -2.807 0.010 -0.007 0.006
C -0.814 -5.112 -2.421 0.007 0.008 -0.010
C -0.336 -4.081 -1.617 -0.012 0.010 0.009
C 2.325 -3.691 1.241 -0.043 -0.009 -0.005
C 1.454 -4.432 2.039 0.013 -0.001 0.016
C 1.925 -5.162 3.117 -0.003 0.009 -0.004
C 3.284 -5.166 3.412 -0.005 -0.003 0.006
C 4.159 -4.440 2.620 0.005 0.004 -0.006
C 3.681 -3.706 1.540 0.015 -0.002 -0.003
H -2.844 -0.258 3.018 -0.003 0.004 0.005
H -5.043 -1.360 3.370 0.001 0.000 0.000
H -5.470 -3.597 2.400 0.001 -0.001 -0.002
H -3.689 -4.734 1.105 0.004 -0.001 -0.001
H -1.494 -3.616 0.786 0.000 -0.008 0.004
H -1.226 -2.417 4.253 0.003 0.008 -0.010
H 0.027 -2.997 6.280 0.003 -0.001 0.002
H 2.454 -2.526 6.426 -0.002 -0.001 0.003
H 3.610 -1.458 4.510 -0.001 0.000 -0.001
H 2.343 -0.868 2.478 -0.001 0.004 0.001
H 2.876 -5.061 -1.302 0.002 -0.006 -0.003
H 2.032 -6.922 -2.695 -0.001 -0.001 0.001
H -0.334 -6.946 -3.428 -0.001 0.000 0.000
H -1.850 -5.112 -2.740 -0.001 0.002 0.001
H -0.987 -3.275 -1.298 -0.003 -0.009 0.005
H 0.392 -4.416 1.823 -0.011 -0.001 -0.001
H 1.232 -5.718 3.737 0.001 -0.001 0.000
H 3.654 -5.730 4.261 0.001 0.000 0.000
H 5.219 -4.437 2.845 0.000 0.000 0.001
H 4.352 -3.130 0.914 0.000 -0.003 -0.003
N -0.636 -0.591 -2.587 0.005 0.108 -0.032
C -1.579 0.221 -1.835 -0.034 0.005 -0.065
C -2.905 -0.485 -1.492 0.042 -0.032 0.015
C -3.848 0.305 -0.569 0.006 0.008 -0.010
C -5.097 0.867 -1.244 0.000 -0.011 0.014
N -4.797 1.940 -2.182 0.009 0.004 -0.010
C -5.257 2.059 -3.452 0.002 -0.003 -0.009
N -4.561 2.702 -4.331 0.000 0.007 -0.002
N -6.505 1.509 -3.710 0.000 0.003 0.003
C -1.878 1.497 -2.584 -0.039 0.001 -0.011
O -2.251 1.276 -3.847 0.004 0.007 0.010
O -1.881 2.602 -2.081 0.000 -0.035 -0.006
H -1.089 -1.032 -3.379 0.038 -0.038 0.001
H -0.262 -1.299 -1.952 -0.013 0.022 0.001
H -1.122 0.490 -0.881 -0.068 0.028 -0.007
H -2.611 -1.412 -0.994 -0.006 0.001 -0.011
H -3.408 -0.760 -2.427 -0.015 -0.001 0.005
H -3.294 1.109 -0.073 -0.007 0.003 0.003
H -4.191 -0.348 0.236 0.007 -0.006 0.004
H -5.794 1.218 -0.475 -0.003 0.006 -0.004
H -5.587 0.050 -1.781 -0.002 0.001 0.003
H -3.962 2.483 -2.001 -0.001 -0.001 0.010
H -2.817 2.032 -4.156 -0.003 -0.013 0.006
H -5.086 2.838 -5.188 -0.002 0.000 -0.001
H -6.900 0.915 -3.001 0.000 -0.001 -0.001
H -6.632 1.167 -4.646 0.000 -0.001 0.000
```
Forces are in eV/Å.

Electronic energy (eV): -105702.15254
Relative energy (zero: lowest compared OMol25 entry of this formula, charge and spin) (kJ/mol): 39.15
HOMO energy (hartree): -0.136
LUMO (eV): 1.8
Multiplicity: 1
Total charge: -1